Entry 1:
# C33H27N3OPPtSe

A molecular structure, C33H27N3OPPtSe (the ωB97M-V functional and the def2-TZVPD basis, the Open Molecules 2025 dataset).

The geometry in XYZ format:
```
67
Properties=species:S:1:pos:R:3:forces:R:3:lowdin_spin:R:1
Pt -0.125 -0.228 1.621 -0.1 -0.1 0.0 1.03
O -0.236 2.168 2.376 0.0 0.2 0.0 0.38
C 0.035 2.481 3.551 0.0 -0.1 0.0 0.07
C 0.780 3.687 3.833 0.0 0.0 0.0 0.15
C 1.097 4.037 5.111 0.0 0.0 0.0 -0.01
C 0.699 3.219 6.183 0.0 0.0 0.0 0.23
C -0.028 2.051 5.963 0.0 0.0 -0.1 -0.01
C -0.378 1.660 4.686 0.0 0.0 -0.1 0.15
C -1.190 0.467 4.477 0.1 0.0 0.0 0.01
N -1.198 -0.356 3.438 0.0 0.0 0.0 0.06
C -2.097 -1.355 3.719 0.0 0.0 0.0 0.02
C -2.650 -1.133 4.941 0.0 0.0 0.0 0.03
N -2.067 0.014 5.406 0.0 0.0 0.0 0.02
H 1.079 4.282 2.981 0.0 0.0 0.0 0.01
H 1.662 4.938 5.307 0.0 0.0 0.0 0.00
H 0.969 3.492 7.194 0.0 0.0 0.0 0.01
H -0.294 1.429 6.809 0.0 0.0 0.0 0.00
H -2.272 -2.161 3.029 0.0 0.0 0.0 0.00
H -3.392 -1.674 5.499 0.0 0.0 0.0 0.00
H -2.306 0.495 6.257 0.0 0.0 0.0 0.00
Se 1.407 -2.050 2.290 0.0 0.0 0.0 0.80
C 2.143 -2.711 0.675 0.1 0.0 0.0 0.08
C 1.311 -3.068 -0.385 0.0 0.0 0.0 0.04
C 1.865 -3.586 -1.544 0.0 0.0 0.0 0.00
C 3.243 -3.724 -1.660 0.0 0.0 0.0 0.04
C 4.070 -3.359 -0.606 0.0 0.0 0.0 0.00
C 3.523 -2.868 0.571 0.0 0.0 0.0 0.04
H 0.239 -2.945 -0.296 0.0 0.0 0.0 0.00
H 1.218 -3.878 -2.361 0.0 0.0 0.0 0.00
H 3.671 -4.122 -2.571 0.0 0.0 0.0 0.00
H 5.143 -3.469 -0.692 0.0 0.0 0.0 0.00
H 4.165 -2.605 1.401 0.0 0.0 0.0 0.00
N 0.691 0.021 -0.118 0.0 0.0 0.0 0.63
P -0.096 0.175 -1.524 -0.1 0.0 0.0 0.12
C -1.049 1.701 -1.536 0.1 0.0 0.0 0.03
C -2.279 1.805 -2.179 0.0 0.0 0.0 0.00
C -2.954 3.018 -2.182 0.0 0.0 0.0 0.00
C -2.404 4.119 -1.543 0.0 0.0 0.0 0.00
C -1.178 4.014 -0.897 0.0 0.0 0.0 0.00
C -0.497 2.809 -0.892 0.0 0.0 0.0 0.01
C 1.098 0.259 -2.860 0.0 0.0 0.0 0.00
C 2.373 -0.260 -2.651 0.0 0.0 0.0 0.00
C 3.297 -0.242 -3.685 0.0 0.0 0.0 0.00
C 2.952 0.295 -4.917 0.0 0.0 0.0 0.00
C 1.682 0.822 -5.123 0.0 0.0 0.0 0.00
C 0.753 0.805 -4.096 0.0 0.0 0.0 0.00
C -1.224 -1.180 -1.911 0.0 0.0 0.0 0.01
C -1.026 -1.996 -3.020 0.0 0.0 0.0 0.00
C -1.880 -3.066 -3.255 0.0 0.0 0.0 0.00
C -2.930 -3.319 -2.386 0.0 0.0 0.0 0.00
C -3.136 -2.502 -1.281 0.0 0.0 0.0 0.00
C -2.286 -1.436 -1.041 0.0 0.0 0.0 0.01
H -2.712 0.945 -2.674 0.0 0.0 0.0 0.00
H -3.909 3.101 -2.683 0.0 0.0 0.0 0.00
H -2.932 5.063 -1.547 0.0 0.0 0.0 0.00
H -0.753 4.875 -0.398 0.0 0.0 0.0 0.00
H 0.452 2.717 -0.380 0.0 0.0 0.0 0.00
H 2.632 -0.664 -1.679 0.0 0.0 0.0 0.00
H 4.290 -0.643 -3.526 0.0 0.0 0.0 0.00
H 3.677 0.313 -5.720 0.0 0.0 0.0 0.00
H 1.420 1.250 -6.081 0.0 0.0 0.0 0.00
H -0.235 1.222 -4.251 0.0 0.0 0.0 0.00
H -0.204 -1.801 -3.697 0.0 0.0 0.0 0.00
H -1.723 -3.700 -4.117 0.0 0.0 0.0 0.00
H -3.593 -4.154 -2.571 0.0 0.0 0.0 0.00
H -3.962 -2.696 -0.609 0.0 0.0 0.0 0.00
H -2.439 -0.800 -0.176 0.0 0.0 0.0 0.01
```
Forces are in eV/Å.

Spin multiplicity = 5
Calculated total energy = -119051.34821 eV
Total charge = +1
Molecular weight = 786.61 g mol⁻¹
Orbital gap (alpha / beta) = 6.969 / 5.512 eV
Maximum force = 0.0032 hartree/bohr
E_LUMO (alpha / beta) = -2.25 / -5.12 eV
Energy relative to the best compared isomer or geometry (same formula, charge and spin) = 0.0 kJ/mol
Expectation value of S² = 6.069

---

Entry 2:
# C18H15N5ORuS2

A molecular structure, C18H15N5ORuS2 in a non-equilibrium geometry (the ωB97M-V functional and the def2-TZVPD basis, the Open Molecules 2025 dataset).

The geometry in XYZ format:
```
42
Properties=species:S:1:pos:R:3:forces:R:3:lowdin_spin:R:1
Ru 0.679 0.791 -1.019 -0.9 0.2 -0.9 0.78
N 0.718 4.411 1.362 0.0 0.0 0.0 0.00
C 0.537 3.216 0.785 -0.1 0.2 0.1 0.01
S 1.362 2.958 -0.740 0.2 0.1 0.1 0.07
N -0.239 2.361 1.399 0.0 -0.1 -0.2 0.00
N -0.334 1.180 0.720 0.3 -0.1 0.5 0.00
C -1.138 0.272 1.173 -0.1 -0.2 -0.2 0.00
C -1.995 0.424 2.365 0.1 0.0 0.1 0.00
C -1.841 -0.476 3.420 0.0 0.1 0.0 0.00
C -2.615 -0.347 4.562 0.0 0.0 0.0 0.00
C -3.558 0.667 4.647 0.0 0.0 0.0 0.00
C -3.719 1.559 3.595 0.0 0.0 0.0 0.00
C -2.935 1.447 2.459 0.1 0.0 0.0 0.00
C -1.145 -0.994 0.399 -0.1 0.2 0.1 0.00
C -2.008 -2.042 0.663 0.1 -0.1 0.0 0.00
C -1.943 -3.180 -0.130 0.0 0.0 0.1 0.00
C -1.024 -3.239 -1.160 0.0 0.0 -0.1 0.00
C -0.211 -2.140 -1.387 0.1 0.0 0.0 0.01
N -0.280 -1.045 -0.637 -0.1 0.1 0.1 0.03
H 1.299 5.108 0.934 0.0 0.0 0.0 0.00
H 0.290 4.597 2.253 0.0 0.0 0.0 0.00
H -1.101 -1.264 3.359 0.0 0.0 0.0 0.00
H -2.482 -1.038 5.383 0.0 0.0 0.0 0.00
H -4.169 0.763 5.534 0.0 0.0 0.0 0.00
H -4.452 2.351 3.663 0.0 0.0 0.0 0.00
H -3.045 2.154 1.649 0.0 0.0 0.0 0.00
H -2.713 -1.968 1.477 0.0 0.0 0.0 0.00
H -2.607 -4.012 0.063 0.0 0.0 0.0 0.00
H -0.937 -4.110 -1.793 0.0 0.0 0.0 0.00
H 0.511 -2.122 -2.192 0.0 0.0 0.0 0.00
O 1.121 0.556 -2.916 0.3 -0.1 0.1 0.11
N 2.312 -0.010 -3.257 0.1 0.0 0.0 -0.01
C 2.580 -0.128 -4.580 0.0 0.0 0.2 0.00
C 3.759 -0.681 -4.977 0.0 0.0 -0.1 0.00
C 4.673 -1.113 -4.003 0.0 0.0 0.0 0.00
C 4.378 -0.975 -2.672 0.0 0.0 0.0 0.00
C 3.156 -0.402 -2.286 -0.3 0.1 0.0 0.00
S 2.667 -0.154 -0.651 0.5 -0.3 0.2 0.01
H 1.804 0.244 -5.232 0.0 0.0 0.0 0.00
H 3.969 -0.774 -6.032 0.0 0.0 0.0 0.00
H 5.614 -1.553 -4.302 0.0 0.0 0.0 0.00
H 5.063 -1.292 -1.899 0.0 0.0 0.0 0.00
```
Forces are in eV/Å.

Spin multiplicity = 2
Calculated total energy = -52654.17941 eV
Total charge = +1
Molecular weight = 482.56 g mol⁻¹
Orbital gap (alpha / beta) = 7.012 / 6.594 eV
Maximum force = 0.0259 hartree/bohr
E_LUMO (alpha / beta) = -3.99 / -4.23 eV
Energy relative to the best compared isomer or geometry (same formula, charge and spin) = 36.7 kJ/mol
Expectation value of S² = 0.757